# 1
Formula: C40H71ClN5O8S
Source: the OMol25 dataset
Level of theory: ωB97M-V/def2-TZVPD

Properties
* charge: +1
* spin multiplicity: 1
* HOMO-LUMO gap: 0.29512 Ha
* HOMO energy: -10.25 eV

Last column: Löwdin charge in e.
Atoms and positions in Å:
C  -3.179  -3.372  -1.801  0.1006
C  -2.794  -2.878  -0.649  -0.1288
N  -2.050  -1.669  -0.502  0.0910
C  -2.333  -0.358  -0.212  -0.2581
N  -3.531  0.160  0.031  -0.0004
C  -3.494  1.579  0.365  -0.1434
C  -4.626  2.399  -0.172  -0.1393
C  -4.357  3.907  -0.046  -0.1338
C  -2.925  4.289  0.284  -0.1399
N  -2.070  4.245  -0.891  -0.0995
C  -2.092  5.177  -1.899  -0.0807
C  -1.200  4.775  -2.864  -0.0788
C  -0.618  3.577  -2.449  -0.0925
C  -1.155  3.270  -1.227  -0.1172
C  -4.757  -0.603  -0.002  -0.0940
C  -5.442  -0.744  -1.380  -0.3669
C  -6.845  -0.147  -1.398  -0.0498
C  -4.642  -0.192  -2.541  -0.0612
N  -1.251  0.377  -0.115  0.2255
C  -0.277  -0.443  -0.372  -0.2399
C  1.102  -0.004  -0.367  -0.0894
C  1.436  1.007  -1.447  -0.1395
C  2.874  1.489  -1.269  -0.1916
C  3.097  2.990  -1.282  -0.2708
S  3.615  3.389  -2.914  0.3050
O  4.905  2.822  -3.145  -0.3275
O  2.522  3.106  -3.788  -0.3254
Cl  3.879  5.379  -2.817  0.4516
N  -0.671  -1.681  -0.625  0.0740
C  0.102  -2.851  -0.966  -0.0874
C  0.214  -3.074  -2.463  -0.0971
C  1.395  -2.401  -3.101  -0.2279
C  2.650  -2.359  -2.502  -0.0538
C  3.711  -1.724  -3.117  -0.0662
C  3.543  -1.117  -4.357  -0.0643
C  2.312  -1.177  -4.976  -0.0566
C  1.246  -1.815  -4.349  -0.0352
H  -3.686  -4.309  -1.811  0.0832
H  -3.018  -2.888  -2.732  0.0746
H  -2.978  -3.407  0.257  0.1198
H  -2.594  1.943  -0.064  0.0536
H  -3.417  1.709  1.435  0.1443
H  -5.559  2.147  0.290  0.1023
H  -4.759  2.179  -1.213  0.0943
H  -5.011  4.331  0.693  0.1117
H  -4.617  4.382  -0.968  0.1073
H  -2.494  3.676  1.051  0.1146
H  -2.918  5.295  0.657  0.1238
H  -2.720  6.031  -1.860  0.1142
H  -1.005  5.295  -3.767  0.0936
H  0.106  3.009  -2.978  0.0723
H  -0.968  2.431  -0.599  0.0678
H  -5.451  -0.172  0.685  0.1188
H  -4.546  -1.576  0.402  0.1066
H  -5.565  -1.795  -1.554  0.1089
H  -7.050  0.457  -0.530  0.0661
H  -7.594  -0.912  -1.420  0.0772
H  -6.997  0.473  -2.257  0.0775
H  -3.597  -0.445  -2.526  0.0607
H  -4.724  0.876  -2.619  0.0661
H  -5.045  -0.595  -3.451  0.0889
H  1.272  0.456  0.590  0.1318
H  1.788  -0.825  -0.426  0.0997
H  1.408  0.517  -2.402  0.1124
H  0.751  1.834  -1.421  0.0637
H  3.485  1.020  -2.012  0.0901
H  3.253  1.158  -0.321  0.1167
H  3.902  3.250  -0.626  0.1015
H  2.247  3.581  -0.990  0.0868
H  -0.277  -3.723  -0.509  0.0966
H  1.084  -2.734  -0.576  0.0850
H  0.275  -4.133  -2.644  0.1256
H  -0.675  -2.733  -2.957  0.0963
H  2.807  -2.823  -1.553  0.1034
H  4.665  -1.703  -2.633  0.1084
H  4.349  -0.609  -4.831  0.1062
H  2.152  -0.736  -5.933  0.1051
H  0.294  -1.850  -4.837  0.1081
C  3.433  -1.698  5.515  -0.0987
O  2.128  -2.235  5.362  -0.1868
C  1.175  -1.310  4.882  -0.2072
C  0.912  -1.493  3.405  -0.2058
O  2.052  -1.206  2.610  -0.2030
C  2.764  -2.364  2.204  -0.0921
H  4.114  -2.536  5.645  0.0921
H  3.738  -1.123  4.638  0.0835
H  3.488  -1.059  6.402  0.0924
H  1.493  -0.283  5.083  0.1302
H  0.241  -1.488  5.425  0.1289
H  0.118  -0.800  3.101  0.1206
H  0.563  -2.514  3.215  0.1173
H  2.232  -2.891  1.400  0.0717
H  2.917  -3.053  3.036  0.0894
H  3.733  -2.038  1.830  0.0958
C  -0.192  -6.619  -0.116  -0.1126
O  0.620  -6.092  0.916  -0.2034
C  0.046  -6.237  2.210  -0.2016
C  0.618  -7.414  2.963  -0.2054
O  0.301  -8.641  2.337  -0.1862
C  1.356  -9.190  1.564  -0.1011
H  0.418  -6.700  -1.015  0.0928
H  -0.580  -7.608  0.134  0.0902
H  -1.037  -5.944  -0.319  0.0719
H  -1.041  -6.338  2.133  0.1262
H  0.265  -5.321  2.769  0.1159
H  0.180  -7.430  3.965  0.1305
H  1.701  -7.302  3.071  0.1300
H  2.122  -9.630  2.210  0.0920
H  1.819  -8.438  0.921  0.0829
H  0.929  -9.976  0.945  0.0916
C  1.329  5.240  1.263  -0.1085
O  2.709  5.389  0.972  -0.2079
C  3.062  6.725  0.635  -0.2056
C  3.661  7.467  1.805  -0.2015
O  2.730  7.646  2.857  -0.1873
C  2.880  6.727  3.922  -0.1106
H  1.199  4.266  1.737  0.0894
H  0.978  6.014  1.948  0.0869
H  0.727  5.271  0.350  0.0808
H  2.190  7.264  0.253  0.1320
H  3.804  6.672  -0.166  0.0945
H  3.967  8.461  1.466  0.1297
H  4.552  6.944  2.165  0.1288
H  3.746  6.985  4.541  0.0909
H  2.992  5.703  3.558  0.0813
H  1.982  6.791  4.535  0.0895


# 2
Formula: C20H23AlB4BeCl3F4O17S2
Source: the OMol25 dataset
Level of theory: ωB97M-V/def2-TZVPD

Properties
* charge: -1
* spin multiplicity: 1
* HOMO-LUMO gap: 0.04388 Ha
* HOMO energy: -4.64 eV

Last column: Löwdin charge in e.
Atoms and positions in Å:
C  -3.733  1.300  -2.630  -0.0584
C  -3.846  1.423  -4.219  -0.1955
O  -2.570  1.390  -4.908  0.1136
B  -1.947  0.145  -4.836  -0.5799
O  -2.477  -1.036  -4.250  0.3242
B  -1.509  -1.480  -3.298  -0.5695
O  -1.871  -2.455  -2.342  0.1820
B  -2.393  -3.649  -2.960  -0.7533
O  -3.815  -3.735  -3.219  -0.1447
O  -1.613  -4.752  -3.282  0.0949
O  -0.182  -0.961  -3.211  0.2944
B  0.201  -0.233  -4.345  -0.4247
S  1.948  0.530  -4.478  0.8877
O  2.493  0.113  -5.793  -0.2642
O  1.909  2.021  -4.378  -0.2699
C  3.099  -0.113  -3.161  -0.5814
F  4.298  -0.457  -3.789  0.0564
F  3.395  1.025  -2.292  -0.2438
F  2.604  -1.228  -2.523  0.0032
O  -0.633  0.026  -5.458  0.2969
H  -4.646  1.810  -2.180  0.0905
H  -2.795  1.817  -2.246  0.1003
H  -3.781  0.212  -2.300  0.0851
H  -4.609  0.699  -4.655  0.1436
H  -4.279  2.461  -4.413  0.1318
H  -3.921  -3.401  -4.138  0.0470
H  -1.754  -4.911  -4.266  0.0902
Be  3.927  1.677  -5.136  0.7632
C  0.690  -0.137  1.484  -0.0067
C  -0.325  -0.760  0.760  -0.2327
C  -1.658  -0.544  1.090  -0.0771
C  -1.982  0.289  2.156  -0.0673
C  -0.967  0.894  2.899  -0.0419
C  0.372  0.687  2.552  0.0650
C  -1.302  1.745  4.072  -0.2728
O  -0.426  2.274  4.715  0.1540
C  -2.727  1.927  4.442  -0.0795
C  -3.054  2.674  5.570  0.0074
C  -4.385  2.861  5.917  -0.0530
C  -5.396  2.310  5.133  -0.0575
C  -5.075  1.560  4.011  0.0003
C  -3.740  1.358  3.667  -0.0866
C  -3.408  0.527  2.489  -0.2772
O  -4.288  0.040  1.804  0.1066
H  1.730  -0.302  1.217  0.0784
H  -0.071  -1.417  -0.072  -0.0180
H  -2.446  -1.030  0.516  0.1053
H  1.168  1.168  3.122  0.1176
H  -2.272  3.108  6.183  0.1256
H  -4.637  3.439  6.799  0.1086
H  -6.435  2.462  5.402  0.1075
H  -5.866  1.129  3.407  0.1213
Cl  6.051  0.509  -6.478  -0.3554
C  5.469  3.626  -1.716  -0.3749
O  5.471  3.705  -3.052  -0.2485
H  5.631  4.573  -1.161  0.0734
H  4.541  3.256  -1.235  0.0608
H  6.228  2.970  -1.249  0.0629
Cl  3.923  -0.219  -0.722  0.3707
C  4.724  -2.450  4.741  -0.1708
C  3.490  -2.852  3.952  -0.1775
O  3.263  -1.770  3.048  -0.2106
S  4.689  -1.115  2.635  0.6012
O  5.088  -1.664  1.385  -0.2997
O  4.626  0.283  2.876  -0.2244
O  5.580  -1.803  3.800  -0.1812
H  4.474  -1.731  5.526  0.1371
H  5.227  -3.309  5.185  0.1331
H  2.622  -3.009  4.590  0.1331
H  3.676  -3.753  3.360  0.1306
Al  -0.831  -3.108  0.358  1.1313
Cl  -5.035  -5.339  -4.235  0.0557
O  3.030  1.909  4.727  -0.2941
H  3.572  1.478  4.060  -0.1399
F  -0.317  -4.659  -5.163  -0.6597


# 3
Formula: C2H5Br2OP
Source: the OMol25 dataset
Level of theory: ωB97M-V/def2-TZVPD

Properties
* spin multiplicity: 3
* <S²>: 2.005
* HOMO-LUMO gap (spin up / spin down): 0.24033 / 0.26250 Ha
* HOMO energy (spin up / spin down): -6.36 / -9.98 eV

Last column: Löwdin charge in e.
Atoms and positions in Å:
C  1.598  0.082  -0.096  -0.0901
C  1.490  1.215  0.651  -0.0708
O  -0.967  -1.529  -0.796  -0.5041
P  -2.439  -0.970  -0.984  0.1347
Br  -3.365  -1.530  0.932  0.1822
Br  -2.107  1.192  -0.303  0.1689
H  2.225  -0.777  0.094  0.0709
H  -0.255  -1.014  -0.334  0.0051
H  1.019  0.122  -0.990  0.0396
H  0.783  1.829  0.219  -0.0119
H  2.016  1.379  1.607  0.0755


# 4
Formula: C4H12
Source: the OMol25 dataset
Level of theory: ωB97M-V/def2-TZVPD

Properties
* spin multiplicity: 1
* SMILES: CC.CC
* HOMO-LUMO gap: 0.46620 Ha
* HOMO energy: -11.56 eV

Last column: Löwdin charge in e.
Atoms and positions in Å:
C  1.665  0.742  -1.225  -0.1666
C  0.839  0.702  -2.494  -0.1731
H  2.026  1.760  -1.052  0.0652
H  1.114  0.432  -0.342  0.0221
H  2.556  0.113  -1.277  0.0651
H  0.187  -0.186  -2.494  0.0613
H  1.429  0.533  -3.393  0.0592
H  0.180  1.563  -2.585  0.0615
C  -0.891  -0.283  1.319  -0.1825
C  -1.577  -1.122  2.399  -0.1742
H  -0.907  0.780  1.552  0.0661
H  0.141  -0.615  1.202  0.0484
H  -1.403  -0.459  0.368  0.0659
H  -1.149  -0.940  3.389  0.0626
H  -2.628  -0.844  2.510  0.0589
H  -1.581  -2.174  2.123  0.0602


# 5
Formula: C3H2N2OS
Source: the OMol25 dataset
Level of theory: ωB97M-V/def2-TZVPD

Properties
* spin multiplicity: 1
* SMILES: C=NSC(=O)C#N
* HOMO-LUMO gap: 0.35639 Ha
* HOMO energy: -10.52 eV

Last column: Löwdin charge in e.
Atoms and positions in Å:
C  1.892  1.326  -0.841  -0.1291
C  -0.905  -0.922  0.664  -0.7411
C  -2.367  -1.125  0.926  -0.1779
H  1.352  2.065  -1.538  0.0913
H  2.964  1.318  -0.749  0.0664
N  1.251  0.406  -0.210  -0.2898
N  -3.454  -1.591  1.083  0.1647
O  -0.215  -1.909  0.988  0.0287
S  -0.518  0.432  -0.324  0.9867